No. 1
Here is a structure of composition CO6S from OMol25. Energies are from ωB97M-V/def2-TZVPD.

CARTESIAN COORDINATES (ANGSTROEM)
O -0.370 1.298 0.317
S -1.100 -0.114 -0.053
O 0.253 -0.968 0.372
O 0.947 1.100 -0.061
O -1.346 -0.191 -1.439
C 1.313 -0.214 0.070
O -2.121 -0.350 0.878
O 2.424 -0.561 -0.084

The net charge is 0. As for the spin multiplicity: 1. The LUMO energy comes out at 0.280 eV.

No. 2
Here is a structure of composition C20H31ErIN5O from OMol25. Energies are from ωB97M-V/def2-TZVPD.

CARTESIAN COORDINATES (ANGSTROEM)
H -0.117 2.575 -3.421
H -0.012 -5.642 4.047
C 1.646 -4.650 1.267
H -2.472 -2.396 0.398
H -3.837 -2.527 -2.800
H -0.561 3.681 -1.107
C -0.589 -1.627 1.791
N 0.669 1.446 -1.792
C -2.680 -1.126 -3.892
C -1.318 -3.341 3.946
H 4.616 0.141 2.770
C 2.434 1.523 1.970
H -1.590 -3.995 4.765
C 0.298 -5.029 3.209
C -1.923 -2.130 3.801
Er -0.094 -0.048 0.094
H -1.604 -1.225 -4.032
C 1.039 -3.444 1.110
H 2.315 3.757 3.467
H 4.940 1.160 4.176
H -1.155 2.730 1.003
H 3.448 0.217 4.106
C 4.158 0.793 3.513
N -3.109 -1.840 -2.697
C -2.547 -1.681 -1.502
H 1.201 0.891 -2.459
H -2.680 -1.803 4.503
H 4.019 3.664 1.532
H -1.134 1.253 -2.854
H -3.185 -1.558 -4.750
H -2.336 1.662 1.211
C 1.263 -5.465 2.350
H 2.410 -4.994 0.583
H 1.740 -6.426 2.484
C 0.037 -2.907 1.952
N -2.989 -2.418 -0.471
C 4.492 2.809 2.016
C -0.323 -3.770 3.035
C -1.552 -1.290 2.730
C 2.820 2.904 3.920
N 1.612 1.131 1.268
N -1.598 1.928 0.562
O -1.608 -0.846 -1.332
H -2.939 -0.069 -3.837
C -1.259 3.045 -1.663
I 1.755 -2.325 -0.643
H -1.818 3.702 -2.329
H -3.667 -3.152 -0.591
H 2.106 2.341 4.520
H -2.061 -0.327 2.667
C 3.478 2.007 2.853
H 5.268 3.181 2.683
H 3.601 3.280 4.580
H 1.299 2.203 -1.541
C -0.475 2.058 -2.530
H 4.963 2.183 1.259
H -3.028 3.146 -0.445
C -2.257 2.415 -0.689
H -2.748 1.564 -1.163

The net charge is +2. As for the spin multiplicity: 4. The LUMO energy (spin up / spin down) comes out at -5.227 / -5.213 eV. The expectation value of S² is 3.753.

No. 3
Here is a structure of composition C12H20N6O2PtS3 from OMol25. Energies are from ωB97M-V/def2-TZVPD.

CARTESIAN COORDINATES (ANGSTROEM)
H -0.113 -2.526 -4.263
N 3.635 -0.119 1.890
H 0.252 -2.458 -2.539
H 5.438 0.394 0.921
C -2.065 1.946 1.898
C 2.654 0.021 1.010
C -1.115 2.272 -1.654
C -1.492 3.566 -1.601
H 1.507 -2.108 -3.714
N -0.386 0.128 -2.414
S -2.056 3.932 -0.038
H 0.112 -2.821 -0.674
C -1.774 2.349 0.497
H -3.699 -1.205 3.260
C -1.809 -2.051 1.568
H 2.072 1.036 -0.635
C -0.346 1.777 -4.026
C 0.445 -1.996 -3.492
N -1.287 1.579 -0.466
N -0.843 -2.499 -0.528
H -1.458 4.311 -2.380
H -1.456 -2.861 -1.255
H 5.512 0.275 2.679
H -2.266 2.823 2.510
O -1.879 -0.847 1.269
N 2.816 0.916 0.027
O -2.223 -2.563 2.683
H -3.025 -2.276 4.520
H 3.483 -0.802 2.613
C 0.063 -0.556 -3.456
Pt -0.817 -0.344 -0.495
H -0.436 2.732 -4.517
N -1.275 -2.953 0.727
H -2.935 1.293 1.922
H 3.632 1.500 -0.043
C 4.899 0.605 1.846
S 0.194 0.395 -4.856
C -0.607 1.464 -2.741
H -2.063 -0.893 3.924
C -2.796 -1.652 3.666
H -1.219 1.400 2.312
S 1.234 -0.928 1.143
H -1.247 -3.936 0.955
H 4.739 1.679 1.947

The net charge is +2. As for the spin multiplicity: 1. The LUMO energy comes out at -5.580 eV.

No. 4
Here is an isolated molecule of C4H6Br2 from OMol25. Energies are from ωB97M-V/def2-TZVPD.

CARTESIAN COORDINATES (ANGSTROEM)
Br -2.969 0.725 0.041
H 0.018 1.828 1.277
Br 2.141 1.834 -0.181
H 1.053 -1.808 0.612
H -1.131 0.816 -1.433
C 0.721 -1.236 -0.295
H 1.407 -0.869 -1.072
H -0.651 -0.616 1.225
H 0.141 -1.990 -0.760
C -1.284 0.301 -0.577
C 0.745 1.108 0.858
C -0.192 -0.094 0.305

The net charge is 0. As for the spin multiplicity: 1. The LUMO energy (spin up / spin down) comes out at -0.326 / -0.485 eV.

No. 5
Here is a structure of composition C23H32IN7O6Ti from OMol25. Energies are from ωB97M-V/def2-TZVPD.

CARTESIAN COORDINATES (ANGSTROEM)
H 2.012 6.158 0.107
C -1.997 2.955 -2.986
H 4.861 1.897 -0.225
C -0.767 3.585 -3.165
H 3.055 3.532 2.549
H 3.376 5.046 0.302
H 3.876 1.970 2.514
H 0.119 5.216 1.952
C 3.170 -1.662 1.628
N -3.472 2.133 1.067
N 1.053 2.177 -0.265
C -1.463 -1.967 -1.241
C 1.874 2.983 0.363
H 1.397 -0.047 3.751
H -4.001 -1.305 2.412
N 1.506 4.240 0.757
H 1.239 3.799 -2.421
H -5.141 2.794 2.115
C 2.427 5.359 0.728
H 3.357 1.470 -1.072
H -2.762 3.035 -3.746
C -3.440 -0.914 1.561
C -3.411 3.467 0.488
C -2.450 1.236 1.041
H -0.799 -0.955 2.169
H 2.723 -0.993 4.084
N 3.128 2.597 0.674
N 2.327 -0.308 3.457
O 1.533 0.015 1.356
H 4.681 3.409 1.845
C 3.823 1.580 -0.098
H -0.584 4.168 -4.057
C 2.356 -0.722 2.112
H -0.389 5.048 0.258
H 3.169 -1.886 0.572
C -0.642 -2.700 -0.301
Ti 0.452 0.076 -0.137
C -1.249 2.093 -0.871
H -1.726 -0.673 3.645
H -2.387 3.772 0.315
H -3.169 1.673 -1.725
C -2.194 -4.264 -1.290
H -2.841 -1.730 1.142
O -0.598 -5.018 0.408
H 2.606 5.762 1.729
O 0.202 -2.108 0.391
O -1.309 -0.746 -1.392
O -3.388 -2.556 -2.582
H -0.788 0.649 2.930
C 0.133 4.553 1.084
C 3.720 2.902 1.965
H 3.811 -2.228 2.288
C -4.698 1.849 1.808
C 0.023 2.633 -1.104
C 0.247 3.402 -2.244
I 1.787 -0.605 -2.420
H -0.394 3.636 1.341
C -2.232 2.200 -1.854
N -1.382 1.293 0.297
C -2.482 -2.864 -1.850
H -3.953 3.543 -0.457
C -1.042 -4.137 -0.280
H 3.810 0.613 0.406
H -4.147 -0.598 0.796
H -3.859 4.158 1.203
H -4.479 1.256 2.691
C -1.405 -0.220 2.705
N -2.593 0.199 1.981
O -2.795 -5.266 -1.551
H -5.428 1.319 1.193

The net charge is 0. As for the spin multiplicity: 3. The LUMO energy (spin up / spin down) comes out at -0.250 / -2.259 eV. The expectation value of S² is 2.019.

Molecular weight values (in Da) by entry order: 140.07 651.67 571.61 213.90 677.32.
Relative energy (zero: lowest compared OMol25 entry of this formula, charge and spin) values (in kJ/mol) by entry order: 0.0 0.0 42.3 271.9 144.9.